No. 1
Molecular formula: C24H53Br14GaNO
Method: DFT, ωB97M-V with the def2-TZVPD basis set

Results
HOMO energy ... -4.26 eV
Total charge ... -1
LUMO energy ... 1.39 eV

```
94
Properties=species:S:1:pos:R:3:forces:R:3
C 0.92505 6.60281 -0.45285 -0.7 -0.3 0.9
C 0.76944 4.94361 -0.48009 0.4 0.5 -0.8
C 0.29967 4.48581 -1.99634 0.2 0.1 0.1
C 0.06583 2.84971 -2.14170 -0.3 0.4 0.8
O 0.27677 2.25084 -0.81289 -0.6 0.7 -2.6
Ga -1.10975 1.04350 -0.33495 -0.6 -1.1 -0.1
C -1.10940 -0.68388 -1.54152 -0.4 0.0 -0.6
C -3.03031 1.85347 -0.46888 -1.0 -0.2 0.2
C -3.31558 3.05452 0.60700 0.6 0.1 -0.2
C -3.83809 4.46649 -0.03783 -0.5 0.4 1.0
C -4.88955 4.32040 -1.28633 -0.6 0.7 -1.1
C -4.30643 4.96810 -2.71133 -0.1 -0.3 0.8
N -3.98234 6.44488 -2.60809 -0.9 -0.1 0.3
H 0.42647 6.99471 0.55498 1.1 -0.7 -2.1
H 2.04936 6.94293 -0.42880 -2.2 -0.6 -0.3
H 0.31952 7.09235 -1.33613 1.4 -0.9 1.7
H 1.84121 4.50053 -0.26451 -2.4 0.6 -0.3
H 0.00272 4.58115 0.33122 1.6 0.7 -1.7
H -0.68877 5.09347 -2.27424 2.1 -1.3 0.5
H 1.17089 4.79262 -2.74500 -1.9 -0.4 1.5
H 0.80324 2.44213 -2.97050 -1.2 0.6 1.6
H -1.03318 2.62082 -2.54657 2.2 0.6 0.7
H -0.91414 0.54543 1.19447 0.3 0.2 0.1
H -1.87928 -1.43590 -1.06201 1.8 1.3 -1.0
H -0.02735 -1.14320 -1.63120 -2.3 0.7 -0.1
H -1.56075 -0.35462 -2.59162 1.2 -1.0 1.9
H -3.18178 2.13819 -1.59333 -0.1 -0.2 2.0
H -3.77605 0.96173 -0.20575 1.5 1.8 -0.8
H -4.08902 2.72392 1.42057 1.4 0.5 -1.6
H -2.28674 3.25000 1.17927 -2.3 -0.2 -1.1
H -4.43286 5.02873 0.83163 1.3 -1.1 -1.8
H -2.90807 5.17514 -0.26614 -1.9 -1.6 0.1
H -5.21454 3.22115 -1.53745 0.9 2.0 0.8
H -5.89905 4.91020 -1.05408 2.1 -1.2 -0.4
H -5.09518 4.86823 -3.60017 1.8 -0.1 2.0
H -3.30598 4.41355 -2.96723 -2.0 0.9 0.3
H -3.48355 6.69066 -1.72381 -0.8 -0.5 -1.0
H -4.84571 7.04259 -2.69477 1.3 -1.1 0.4
Br 1.92783 -2.01799 0.31355 0.0 0.0 0.2
C 1.81394 -1.73515 2.23987 0.3 0.2 -0.2
C 1.19058 -2.92415 2.93266 -0.4 0.2 0.1
Br -0.74143 -2.96449 2.66904 0.0 -0.1 -0.1
H 1.26030 -0.80484 2.39321 -0.1 -0.3 -0.1
H 2.84758 -1.59541 2.56878 -0.3 -0.1 0.0
H 1.32853 -2.85596 4.01521 -0.1 0.0 -0.3
H 1.58028 -3.88386 2.58189 -0.1 0.3 0.0
Br 4.09850 -0.29674 5.25961 -0.1 -0.1 0.0
C 3.68418 -1.94829 6.21060 0.1 0.2 0.1
C 4.54043 -3.09251 5.72088 -0.1 -0.3 0.0
Br 3.92119 -3.75111 3.99270 0.7 -0.2 0.3
H 2.61224 -2.12598 6.08858 0.3 0.0 0.0
H 3.89417 -1.73192 7.26188 0.0 -0.1 -0.2
H 4.46277 -3.94905 6.39607 0.0 0.2 -0.1
H 5.59414 -2.82537 5.60126 -0.3 0.0 0.1
Br -2.91753 2.34036 -5.30380 -0.1 0.1 -0.1
C -2.94078 3.48909 -6.87973 0.1 -0.3 0.0
C -1.98024 4.64541 -6.72952 0.0 0.4 -0.2
Br -2.69640 6.01011 -5.53432 0.2 -0.2 0.0
H -3.97724 3.80330 -7.02982 0.3 0.0 0.1
H -2.63890 2.84210 -7.70822 0.0 0.1 0.1
H -1.83528 5.15346 -7.68683 0.0 -0.2 0.1
H -1.00602 4.35075 -6.32950 -0.3 -0.1 -0.1
Br -1.60120 -7.35249 4.90528 0.1 0.1 0.0
C -0.10228 -6.47858 4.01465 -0.1 -0.1 -0.1
C 1.21785 -7.05366 4.47158 0.2 0.1 -0.1
Br 1.69571 -6.40538 6.24786 0.0 -0.1 0.0
H -0.19804 -5.40659 4.20746 0.1 -0.3 -0.1
H -0.25614 -6.66602 2.94820 0.1 0.1 0.2
H 2.03003 -6.72102 3.81943 -0.2 0.0 0.1
H 1.22168 -8.14621 4.51928 -0.1 0.3 0.0
Br 3.12783 1.38529 -7.84758 0.0 0.1 0.0
C 3.01394 1.66812 -5.92126 0.2 0.0 0.1
C 2.39058 0.47913 -5.22847 -0.3 0.0 0.2
Br 0.45857 0.43878 -5.49209 0.2 0.0 0.0
H 2.46030 2.59843 -5.76792 0.0 -0.3 0.0
H 4.04758 1.80786 -5.59235 -0.2 -0.1 0.0
H 2.52853 0.54732 -4.14592 0.0 0.1 -0.2
H 2.78028 -0.48059 -5.57924 0.0 0.3 0.0
Br -3.92581 -1.98135 -2.88805 -0.2 -0.3 -0.2
C -4.22278 -3.90826 -2.83799 -0.3 0.3 -0.1
C -4.01960 -4.45831 -1.44572 0.1 -0.3 0.1
Br -2.12419 -4.58366 -1.00356 -0.1 0.0 0.0
H -3.55558 -4.35297 -3.58135 -0.1 0.0 0.3
H -5.25920 -4.04511 -3.15926 0.2 -0.1 0.1
H -4.39606 -5.48256 -1.37676 0.0 0.2 -0.1
H -4.48917 -3.85113 -0.66675 0.1 0.0 -0.3
Br 6.79086 -7.11421 4.84493 0.1 0.0 0.1
C 7.18977 -7.48541 6.71756 -0.1 -0.2 -0.2
C 6.37755 -6.60325 7.63644 0.0 0.0 0.2
Br 7.08789 -4.78754 7.68526 0.0 -0.1 0.0
H 8.26920 -7.36492 6.84342 -0.3 0.1 0.0
H 6.92743 -8.53735 6.86152 0.0 0.2 0.0
H 6.43894 -6.96049 8.66804 0.0 0.0 -0.2
H 5.32597 -6.52646 7.34619 0.3 -0.1 0.0
```
Forces are in eV/Å.

These are the Löwdin partial charges, in e, on atoms 1 to 5: atom 1 (C): -0.164, atom 2 (C): -0.249, atom 3 (C): -0.189, atom 4 (C): -0.296, atom 5 (O): -0.372

No. 2
Molecular formula: C3H10NS2
Method: DFT, ωB97M-V with the def2-TZVPD basis set

Results
Relative energy (zero: lowest compared OMol25 entry of this formula, charge and spin) ... 56.1 kJ/mol
HOMO energy ... -2.70 eV
Total charge ... -1
LUMO energy ... 3.53 eV

```
16
Properties=species:S:1:pos:R:3:forces:R:3
C -2.09596 1.72703 -1.44132 1.3 -1.0 -0.8
S -1.05081 1.30164 -0.01469 -0.3 0.2 0.1
H -1.44419 1.67787 -2.38084 -1.1 0.1 1.0
H -2.91446 0.99826 -1.49301 0.0 0.3 -0.3
H -2.46727 2.72016 -1.32778 -0.5 0.7 -0.1
C 1.74446 -0.16354 0.10363 -0.1 0.3 -0.8
C 0.86935 -1.08321 0.93450 0.2 -1.0 0.4
S -0.12455 -2.23805 -0.06975 0.3 0.7 -0.5
N 1.97439 1.05100 0.88112 0.7 -0.3 0.8
H 2.67861 -0.65243 -0.24234 -0.2 0.3 0.6
H 1.18643 0.07553 -0.82354 0.1 -0.1 0.4
H 1.41921 -1.72333 1.65715 -0.1 0.6 -0.3
H 0.14282 -0.46213 1.44639 0.0 0.0 0.3
H -0.49585 -1.11677 -0.77034 -0.5 -0.5 0.1
H 2.67164 1.66304 0.47956 -0.2 0.0 -0.2
H 1.10110 1.56376 1.05704 0.4 -0.3 -0.6
```
Forces are in eV/Å.

These are the Löwdin partial charges, in e, on atoms 1 to 5: atom 1 (C): -0.672, atom 2 (S): 0.283, atom 3 (H): 0.010, atom 4 (H): -0.017, atom 5 (H): -0.043

No. 3
Molecular formula: C4H11N2O
Method: DFT, ωB97M-V with the def2-TZVPD basis set

Results
⟨S²⟩ ... 0.751
Multiplicity ... 2
Relative energy (zero: lowest compared OMol25 entry of this formula, charge and spin) ... 19.3 kJ/mol
HOMO energy (alpha / beta) ... 4.04 / -0.21 eV
Total charge ... -2
LUMO energy (alpha / beta) ... 6.83 / 6.78 eV

```
18
Properties=species:S:1:pos:R:3:forces:R:3
C -1.95576 -1.04673 -1.23065 -0.4 -0.1 -0.2
C -0.87930 -0.76557 -0.49193 0.4 0.1 0.0
N 0.44423 -1.02443 -0.80356 -0.2 0.0 0.2
N -3.29432 -0.88065 -0.74159 0.4 0.1 0.6
H -1.83795 -1.45583 -2.23234 0.2 0.0 0.0
H -1.01767 -0.33804 0.49897 -0.1 0.1 -0.1
H 1.24199 -0.52553 -0.34266 -0.1 -0.2 -0.2
H 0.60051 -1.61594 -1.59888 0.2 0.2 -0.1
H -3.67019 -1.78651 -0.47312 -0.3 -0.1 -0.1
H -3.92492 -0.48107 -1.43049 0.0 -0.1 -0.3
C 1.84108 0.92883 1.50955 0.5 0.1 -0.5
O 2.56390 0.27471 0.56011 -0.2 0.1 0.0
C 1.10291 2.17264 0.96261 0.3 -0.1 0.1
H 2.49218 1.34069 2.32899 -0.1 -0.2 0.2
H 1.09629 0.25620 1.98963 -0.2 0.1 0.3
H 0.61059 2.74440 1.76118 -0.1 0.0 0.0
H 0.38956 1.89730 0.19071 -0.2 0.0 -0.1
H 1.86314 2.80787 0.49797 0.0 0.1 0.0
```
Forces are in eV/Å.

These are the Löwdin partial charges, in e, on atoms 1 to 5: atom 1 (C): -0.618, atom 2 (C): -0.294, atom 3 (N): 0.028, atom 4 (N): -0.140, atom 5 (H): -0.025

No. 4
Molecular formula: C5H7F
Method: DFT, ωB97M-V with the def2-TZVPD basis set

Results
Relative energy (zero: lowest compared OMol25 entry of this formula, charge and spin) ... 426.7 kJ/mol
HOMO energy (alpha / beta) ... -7.73 / -8.32 eV
Total charge ... 0
LUMO energy (alpha / beta) ... -0.05 / 0.35 eV

```
13
Properties=species:S:1:pos:R:3:forces:R:3
C 1.15468 0.70187 0.45839 -0.4 1.2 0.1
C 0.73492 0.83762 -0.93063 -0.7 0.7 0.1
C -1.35437 0.77395 0.12609 1.7 0.2 0.7
C -0.16641 0.02657 -0.04203 -0.4 -3.5 -0.5
C -0.06135 -1.51285 -0.14154 1.9 -1.6 0.9
F -2.54104 0.34341 -0.27310 0.2 0.0 0.1
H 1.99082 0.01845 0.62965 -0.7 -0.2 0.0
H 1.08732 1.48997 1.22966 0.0 -0.2 -0.4
H 0.18976 1.67539 -1.34270 0.7 0.8 -0.3
H -1.29748 1.73230 0.65160 -0.5 -0.2 -0.5
H 1.03964 -1.74624 -0.33692 -1.2 0.6 0.5
H -0.46289 -2.28172 -0.81063 -1.0 1.4 -1.1
H -0.31359 -2.05874 0.78215 0.2 0.7 0.4
```
Forces are in eV/Å.

These are the Löwdin partial charges, in e, on atoms 1 to 5: atom 1 (C): -0.111, atom 2 (C): 0.000, atom 3 (C): -0.059, atom 4 (C): -0.500, atom 5 (C): -0.047

No. 5
Molecular formula: C4H10NO3
Method: DFT, ωB97M-V with the def2-TZVPD basis set

Results
Relative energy (zero: lowest compared OMol25 entry of this formula, charge and spin) ... 86.3 kJ/mol
HOMO energy ... -4.68 eV
Total charge ... -1
LUMO energy ... 4.16 eV

```
18
Properties=species:S:1:pos:R:3:forces:R:3
C -0.95557 2.41162 -0.61532 0.2 -0.5 -0.6
N -1.58753 1.14203 -0.30150 -0.5 0.2 0.1
C -1.49142 0.82000 1.12835 0.0 0.5 -0.7
O -1.91489 -0.46395 1.41403 -0.1 -0.4 0.1
H -1.59867 3.25841 -0.36347 0.1 0.0 0.2
H -0.77922 2.41519 -1.69471 -0.2 0.2 0.0
H 0.04659 2.50270 -0.18104 0.0 0.2 0.3
H -1.10276 0.42295 -0.80794 0.3 -0.4 0.0
H -0.44934 1.00113 1.43485 0.0 -0.1 0.3
H -2.17554 1.52403 1.61534 0.2 0.0 0.3
H -1.24177 -1.09528 1.06223 0.2 0.4 -0.1
O 1.68903 -0.18261 -0.17542 0.1 0.2 -0.1
C 1.31681 -1.36695 -0.15249 -0.2 -0.3 0.2
O 0.17803 -1.80240 0.17023 -0.3 -0.1 0.1
C 2.32888 -2.45737 -0.55713 0.1 0.4 -0.4
H 1.80397 -3.29476 -1.01205 0.0 -0.1 0.0
H 3.03519 -2.01368 -1.26319 0.0 -0.2 0.0
H 2.89823 -2.82107 0.29922 -0.1 0.1 0.1
```
Forces are in eV/Å.

These are the Löwdin partial charges, in e, on atoms 1 to 5: atom 1 (C): -0.169, atom 2 (N): -0.111, atom 3 (C): -0.366, atom 4 (O): -0.078, atom 5 (H): 0.062

No. 6
Molecular formula: C4H10O2S
Method: DFT, ωB97M-V with the def2-TZVPD basis set

Results
Relative energy (zero: lowest compared OMol25 entry of this formula, charge and spin) ... 264.0 kJ/mol
HOMO energy ... -8.79 eV
SMILES string ... CO[C@@](C)(O)SC
Total charge ... 0
LUMO energy ... 0.66 eV

```
17
Properties=species:S:1:pos:R:3:forces:R:3
C -1.77322 1.10953 0.35745 -0.5 -3.0 2.7
O -1.27900 0.10265 -0.54827 1.3 -0.2 1.3
C 0.04113 -0.68118 0.04350 -4.5 1.9 0.2
C -0.45533 -1.42263 1.29160 -0.8 0.6 -0.1
O 0.34078 -1.51025 -0.95224 0.6 -0.4 -0.7
S 1.10236 0.68859 0.39756 2.6 0.4 -0.7
C 2.18946 0.87354 -1.19867 -4.3 0.0 -0.2
H -1.68638 2.10404 0.01269 -0.2 1.0 -0.7
H -1.23210 1.09345 1.39866 -0.6 0.1 -1.9
H -2.81992 0.77712 0.69078 1.1 0.9 -0.9
H 0.37885 -2.09665 1.47017 0.0 0.1 1.2
H -1.33050 -2.07784 1.06623 0.6 0.7 -0.3
H -0.84440 -0.68369 2.09935 1.4 -1.5 -1.1
H 0.41548 -0.92546 -1.71938 0.0 -0.4 -0.3
H 1.52663 1.39625 -1.99952 1.6 -0.4 1.5
H 2.38182 -0.10288 -1.58481 0.5 -0.7 0.0
H 3.04434 1.35540 -0.82510 1.0 0.8 0.0
```
Forces are in eV/Å.

These are the Löwdin partial charges, in e, on atoms 1 to 5: atom 1 (C): -0.195, atom 2 (O): -0.253, atom 3 (C): -0.860, atom 4 (C): -0.054, atom 5 (O): 0.023

No. 7
Molecular formula: C2H7NOS
Method: DFT, ωB97M-V with the def2-TZVPD basis set

Results
Relative energy (zero: lowest compared OMol25 entry of this formula, charge and spin) ... 129.4 kJ/mol
HOMO energy ... -9.29 eV
SMILES string ... NC=O.CS
Total charge ... 0
LUMO energy ... 0.74 eV

```
12
Properties=species:S:1:pos:R:3:forces:R:3
N 0.56603 -1.07224 2.36308 -0.4 -1.6 1.0
C -0.74514 -0.90615 1.98534 -0.7 3.5 -0.4
O -1.59214 -0.49415 2.75475 -0.1 -1.4 0.6
H 1.34784 -0.51414 2.07857 -0.1 0.0 -0.7
H 0.55862 -1.27201 3.36008 0.3 0.4 -0.1
H -1.06746 -0.80434 0.93763 0.9 -0.9 -0.3
C 0.16394 1.18292 -1.87125 -1.0 0.0 0.0
S 0.86002 -0.02552 -3.06876 0.8 0.6 0.5
H 0.97151 1.44335 -1.19148 0.1 -0.4 0.0
H -0.25300 2.14894 -2.17716 0.4 -0.3 -0.9
H -0.67233 0.74453 -1.32743 0.3 -0.3 0.2
H -0.13789 -0.43119 -3.84337 -0.7 0.3 0.1
```
Forces are in eV/Å.

These are the Löwdin partial charges, in e, on atoms 1 to 5: atom 1 (N): 0.092, atom 2 (C): -0.396, atom 3 (O): 0.010, atom 4 (H): 0.087, atom 5 (H): 0.095

The M results, record by record, are as follows: 1560.1; 124.3; 103.1; 86.1; 120.1; 122.2; 93.2 g/mol.